(1)
This record from the OMol25 dataset describes C19H21F3N2O7PS3 as an isolated structure in a non-equilibrium geometry. The level of theory is the ωB97M-V functional and the def2-TZVPD basis.

The geometry in ORCA input format:
```
! wB97M-V def2-TZVPD RIJCOSX def2/J DEFGRID3
* xyz -1 1
C 1.86 6.58 -0.41
C 1.90 5.13 0.01
O 1.03 4.91 1.12
P 1.25 3.64 2.12
C 0.29 2.28 1.50
C -0.20 1.35 2.36
N -0.61 0.52 3.09
O 2.67 3.30 2.35
O 0.53 4.34 3.43
C 1.23 5.51 3.97
C 0.88 5.79 5.41
H 2.29 6.64 -1.41
H 0.83 6.98 -0.44
H 2.46 7.20 0.26
H 1.55 4.49 -0.80
H 2.92 4.86 0.30
H 0.12 2.16 0.41
H 2.30 5.27 3.89
H 1.02 6.42 3.38
H 1.41 6.71 5.68
H -0.18 5.97 5.60
H 1.24 4.99 6.07
F 1.01 -1.87 1.78
C 1.05 -2.23 0.48
F 2.26 -2.73 0.19
F 0.12 -3.20 0.27
S 0.68 -0.71 -0.52
N 0.07 -1.55 -1.91
S 1.03 -2.37 -3.30
C 0.63 -4.13 -3.28
C 1.62 -5.10 -3.09
C 1.30 -6.46 -3.17
C -0.01 -6.85 -3.50
C -0.99 -5.88 -3.71
C -0.66 -4.52 -3.65
O 0.44 -1.81 -4.49
O 2.42 -2.17 -2.95
S -1.53 -0.99 -2.14
C -2.28 -1.52 -0.61
C -3.10 -2.66 -0.65
C -3.79 -3.01 0.51
C -3.56 -2.30 1.70
C -2.81 -1.11 1.69
C -2.18 -0.71 0.52
O -1.49 0.45 -2.23
O -2.10 -1.76 -3.22
H 2.65 -4.79 -2.92
H 2.06 -7.22 -2.98
H -0.26 -7.90 -3.57
H -2.02 -6.16 -3.92
H -1.41 -3.77 -3.89
H -3.18 -3.24 -1.56
H -4.49 -3.84 0.49
H -3.98 -2.63 2.64
H -2.69 -0.50 2.59
H -1.59 0.21 0.49
*
```

Values from the calculation:
energy relative to the best compared isomer or geometry (same formula, charge and spin)	0.0000	eV
highest occupied orbital energy	-3.578	eV

***

(2)
This record from the OMol25 dataset describes one molecule with the formula C19H21FN4O2S in a non-equilibrium geometry. The level of theory is the ωB97M-V functional and the def2-TZVPD basis.

The geometry in ORCA input format:
```
! wB97M-V def2-TZVPD RIJCOSX def2/J DEFGRID3
* xyz 0 1
O 1.49 2.69 0.45
C 0.84 1.71 0.74
N -0.22 1.73 1.57
C -0.61 2.90 2.33
C -0.22 2.73 3.81
C -1.40 1.97 4.41
C -2.61 2.65 3.76
C -2.15 3.04 2.35
C 1.15 0.31 0.17
C 0.85 -0.77 1.18
C -0.06 -1.79 0.97
C -0.29 -2.76 1.94
C 0.39 -2.71 3.15
C 1.31 -1.71 3.38
C 1.53 -0.76 2.40
F 2.42 0.23 2.65
N 0.46 0.08 -1.09
C 1.01 -0.87 -1.90
O 2.12 -1.32 -1.73
C 0.15 -1.38 -3.00
C 0.60 -1.76 -4.24
S -0.71 -2.44 -5.09
N -1.72 -2.21 -3.80
N -1.16 -1.67 -2.82
C -0.81 0.69 -1.34
C -0.90 2.18 -1.55
C -1.11 1.26 -2.70
H -0.68 0.87 1.81
H -0.11 3.75 1.87
H 0.73 2.21 3.91
H -0.13 3.71 4.28
H -1.42 2.03 5.49
H -1.35 0.92 4.13
H -3.48 2.00 3.74
H -2.86 3.54 4.33
H -2.44 4.06 2.11
H -2.58 2.39 1.59
H 2.22 0.30 -0.05
H -0.60 -1.85 0.04
H -1.01 -3.54 1.75
H 0.21 -3.46 3.90
H 1.86 -1.65 4.31
H 1.58 -1.67 -4.65
H -1.64 0.22 -0.82
H 0.02 2.75 -1.52
H -1.74 2.69 -1.12
H -2.10 1.12 -3.10
H -0.33 1.22 -3.45
*
```

Values from the calculation:
energy relative to the best compared isomer or geometry (same formula, charge and spin)	1.8257	eV
highest occupied orbital energy	-9.276	eV
SMILES	O=C(NC1CCCC1)[C@@H](c1ccccc1F)N(C(=O)c1csnn1)C1CC1

***

(3)
This record from the OMol25 dataset describes C19H21MnN5O2 as an isolated structure in a non-equilibrium geometry. The level of theory is the ωB97M-V functional and the def2-TZVPD basis.

The geometry in ORCA input format:
```
! wB97M-V def2-TZVPD RIJCOSX def2/J DEFGRID3
* xyz 4 4
N -2.19 -1.01 1.11
C -3.25 -1.45 0.94
C -4.56 -2.01 0.76
H -4.55 -2.64 -0.14
H -5.28 -1.20 0.63
H -4.80 -2.61 1.66
N 0.73 2.44 2.95
C 0.84 3.55 3.24
C 0.94 4.94 3.62
H -0.02 5.43 3.46
H 1.69 5.45 3.01
H 1.23 5.00 4.68
N 3.23 -0.27 -1.07
C 3.26 -0.53 -2.19
C 3.52 -0.88 -3.57
H 4.62 -1.01 -3.65
H 3.18 -0.09 -4.24
H 3.02 -1.80 -3.83
Mn -1.19 1.97 -1.64
C 2.50 0.46 1.93
O 3.25 1.26 2.23
C 0.03 -0.26 2.94
O -0.86 0.11 3.56
C -2.99 2.73 -1.86
C -2.64 1.93 -3.02
C -1.38 2.17 -3.66
C -0.42 3.10 -3.13
C -0.78 3.88 -1.97
C -2.08 3.72 -1.36
H -3.74 2.33 -1.18
H -3.10 0.94 -3.08
H -1.02 1.39 -4.34
H 0.63 2.97 -3.36
H -0.01 4.35 -1.38
H -2.23 4.08 -0.35
N 2.96 -2.48 0.45
C 1.83 -3.15 0.77
C 1.76 -4.56 0.59
C 0.62 -5.22 1.01
C -0.43 -4.45 1.54
C -0.24 -3.07 1.67
N 0.85 -2.42 1.32
H 2.82 -1.48 0.26
H 3.51 -2.90 -0.29
H 2.66 -5.01 0.15
H 0.56 -6.30 0.92
H -1.38 -4.89 1.85
H -1.07 -2.50 2.07
*
```

Values from the calculation:
highest occupied orbital energy (spin up / spin down)	-20.853 / -20.825	eV

***

(4)
This record from the OMol25 dataset describes one molecule with the formula C19H21N3O. The level of theory is the ωB97M-V functional and the def2-TZVPD basis.

The geometry in ORCA input format:
```
! wB97M-V def2-TZVPD RIJCOSX def2/J DEFGRID3
* xyz 0 1
C -1.59 -2.18 1.16
C -0.19 -1.90 0.69
C 0.12 -1.85 -0.66
C 1.42 -1.60 -1.08
C 2.44 -1.40 -0.16
C 3.83 -1.06 -0.60
C 3.90 0.43 -1.00
N 3.23 1.25 -0.01
C 2.00 1.75 -0.23
O 1.52 1.82 -1.35
C 1.31 2.25 1.03
C -0.02 2.97 0.75
C -1.12 2.04 0.37
N -2.15 1.77 1.12
C -2.92 0.91 0.38
C -4.14 0.31 0.68
C -4.70 -0.52 -0.28
C -4.07 -0.75 -1.50
C -2.86 -0.16 -1.82
C -2.30 0.67 -0.87
N -1.15 1.41 -0.84
C 2.12 -1.45 1.19
C 0.83 -1.69 1.61
H -1.96 -1.34 1.76
H -1.61 -3.07 1.78
H -2.26 -2.32 0.32
H -0.65 -2.00 -1.39
H 1.64 -1.56 -2.14
H 4.54 -1.25 0.21
H 4.13 -1.66 -1.46
H 3.37 0.59 -1.94
H 4.94 0.75 -1.11
H 3.54 1.15 0.94
H 1.13 1.38 1.67
H 1.99 2.92 1.55
H -0.33 3.50 1.65
H 0.13 3.69 -0.06
H -4.63 0.49 1.62
H -5.64 -1.00 -0.08
H -4.55 -1.40 -2.22
H -2.38 -0.33 -2.77
H -0.40 1.46 -1.51
H 2.90 -1.30 1.93
H 0.60 -1.73 2.67
*
```

Values from the calculation:
energy relative to the best compared isomer or geometry (same formula, charge and spin)	0.0000	eV
highest occupied orbital energy	-8.209	eV
SMILES	Cc1ccc(CCNC(=O)CCc2nc3ccccc3[nH]2)cc1